Here is 6 unconnected molecules or ions with the total composition C28H40F15O13PS at a distorted geometry from OMol25. Energies are from wB97M-V/def2-TZVPD.

Values from the calculation:
Gap between HOMO and LUMO: 8.573 eV
Net charge: 0
HOMO energy: -8.08 eV
SMILES: CCO[C@]1(P(C)C)C[C@H](S)OC1=O.CCOC(=O)C(F)(F)F.CCOC(=O)C(F)(F)F.CCOC(=O)C(F)(F)F.CCOC(=O)C(F)(F)F.CCOC(=O)C(F)(F)F
Relative energy (zero: lowest compared OMol25 entry of this formula, charge and spin): 8.7 kcal/mol

Structure (XYZ):
```
98
C28H40F15O13PS wB97M-V/def2-TZVPD
C -1.96 -3.37 3.48
C -2.93 -3.82 2.39
O -2.58 -3.30 1.11
C -1.99 -4.21 0.20
P -1.23 -3.20 -1.21
C -1.56 -1.44 -0.84
C 0.61 -3.33 -1.10
C -3.02 -5.18 -0.41
C -2.28 -6.53 -0.42
S -2.78 -7.48 1.09
O -0.91 -6.16 -0.28
C -0.93 -5.17 0.70
O -0.23 -5.18 1.69
H -2.52 -2.96 4.32
H -1.26 -2.64 3.08
H -1.40 -4.23 3.82
H -3.90 -3.38 2.62
H -3.08 -4.90 2.39
H -2.60 -1.25 -0.60
H -1.28 -0.90 -1.74
H -0.90 -1.10 -0.05
H 0.95 -4.32 -0.84
H 0.99 -2.59 -0.40
H 0.99 -3.08 -2.08
H -3.92 -5.29 0.20
H -3.34 -4.92 -1.41
H -2.46 -7.16 -1.27
H -1.60 -8.03 1.42
C 0.33 4.36 1.89
C -0.83 4.16 0.95
O -0.39 3.68 -0.34
C -0.17 2.38 -0.43
O -0.29 1.57 0.44
C 0.25 2.03 -1.86
F 1.14 2.89 -2.35
F -0.82 2.04 -2.67
F 0.79 0.81 -1.92
H 1.07 5.03 1.45
H -0.01 4.79 2.83
H 0.83 3.41 2.11
H -1.34 5.10 0.75
H -1.57 3.47 1.36
C 2.29 3.79 -4.79
C 2.88 3.13 -6.02
O 2.25 3.61 -7.23
C 2.71 4.75 -7.71
O 3.59 5.42 -7.26
C 1.97 5.09 -9.01
F 0.65 4.88 -8.88
F 2.40 4.30 -10.00
F 2.16 6.35 -9.37
H 1.21 3.66 -4.77
H 2.72 3.35 -3.90
H 2.50 4.86 -4.79
H 2.68 2.06 -6.01
H 3.95 3.27 -6.08
C -0.83 -4.95 9.07
C -1.94 -4.37 8.22
O -2.19 -2.99 8.56
C -1.38 -2.11 7.99
O -0.48 -2.34 7.24
C -1.80 -0.69 8.40
F -2.07 -0.62 9.71
F -2.91 -0.33 7.74
F -0.84 0.19 8.13
H -1.05 -4.82 10.13
H -0.71 -6.01 8.86
H 0.12 -4.45 8.87
H -2.88 -4.89 8.41
H -1.72 -4.46 7.16
C -0.62 1.85 -9.28
C 0.60 1.08 -9.75
O 0.80 -0.11 -8.95
C 0.08 -1.16 -9.30
O -0.71 -1.23 -10.19
C 0.44 -2.35 -8.39
F 0.53 -1.97 -7.11
F 1.63 -2.85 -8.75
F -0.46 -3.31 -8.48
H -0.54 2.08 -8.22
H -0.71 2.79 -9.83
H -1.53 1.28 -9.42
H 1.50 1.68 -9.61
H 0.53 0.82 -10.80
C 1.74 4.55 8.13
C 2.60 5.10 7.01
O 3.08 4.04 6.16
C 2.25 3.62 5.23
O 1.14 4.03 5.02
C 2.93 2.53 4.38
F 3.58 1.66 5.15
F 3.81 3.09 3.55
F 2.03 1.87 3.66
H 2.29 3.80 8.69
H 1.46 5.36 8.81
H 0.84 4.09 7.74
H 3.49 5.58 7.41
H 2.06 5.84 6.42
```



Here is a molecular structure, CH2NO3P at a distorted geometry from OMol25. Energies are from wB97M-V/def2-TZVPD.

Values from the calculation:
Gap between HOMO and LUMO (alpha / beta): 4.774 / 6.640 eV
Net charge: -2
<S²>: 2.01
HOMO energy (alpha / beta): 2.25 / -1.15 eV
Multiplicity: 3
Relative energy (zero: lowest compared OMol25 entry of this formula, charge and spin): 0.0 kcal/mol

Structure (XYZ):
```
8
CH2NO3P wB97M-V/def2-TZVPD
C 3.03 -1.36 -4.42
N 2.77 -1.56 -5.56
O 5.21 0.46 1.51
O 3.35 -1.24 -3.25
O 4.96 -2.07 1.51
P 5.15 -0.82 0.68
H 2.41 -1.20 0.40
H 2.35 -0.73 -0.28
```



Here is 10 unconnected molecules or ions with the total composition C19H61N17O10 at a distorted geometry from OMol25. Energies are from wB97M-V/def2-TZVPD.

Values from the calculation:
Gap between HOMO and LUMO: 9.063 eV
Net charge: 0
HOMO energy: -8.98 eV
SMILES: COC[C@H](C)N.COC[C@H](C)N.COC[C@H](C)N.NC(N)=O.NC(N)=O.NC(N)=O.NC(N)=O.NC(N)=O.NC(N)=O.NC(N)=O
Relative energy (zero: lowest compared OMol25 entry of this formula, charge and spin): 32.3 kcal/mol

Structure (XYZ):
```
107
C19H61N17O10 wB97M-V/def2-TZVPD
C 0.60 -0.18 0.51
O 0.04 0.83 0.08
N 1.87 -0.13 0.98
N 0.06 -1.42 0.52
H 2.27 0.80 0.95
H 2.27 -0.91 1.48
H -0.93 -1.53 0.64
H 0.69 -2.20 0.57
C 0.87 -5.42 0.28
O 1.22 -4.86 -0.75
N 0.86 -4.83 1.50
N 0.30 -6.67 0.32
H 1.38 -3.96 1.54
H 0.49 -5.26 2.33
H 0.28 -7.16 -0.56
H 0.18 -7.02 1.25
C 4.78 1.26 -2.89
O 5.66 2.08 -2.59
N 3.73 1.01 -2.08
N 4.91 0.44 -3.95
H 3.60 1.65 -1.30
H 3.17 0.19 -2.23
H 4.31 -0.36 -4.10
H 5.56 0.67 -4.67
C 3.70 -3.20 2.06
O 2.60 -2.64 2.02
N 4.12 -4.08 1.11
N 4.58 -3.04 3.06
H 3.50 -4.26 0.33
H 5.00 -4.53 1.21
H 4.51 -2.47 3.89
H 5.39 -3.63 3.00
C -1.23 3.35 2.09
O -1.67 4.28 2.80
N -0.25 2.51 2.53
N -1.68 2.95 0.90
H 0.08 2.55 3.47
H 0.03 1.79 1.89
H -2.36 3.52 0.43
H -1.05 2.30 0.45
C 6.67 1.34 0.93
O 7.38 1.26 1.93
N 6.86 2.27 -0.06
N 5.76 0.39 0.61
H 7.56 2.97 0.08
H 6.51 2.21 -1.02
H 5.32 -0.16 1.33
H 5.16 0.60 -0.17
C 2.85 3.94 0.02
O 2.77 2.71 -0.05
N 1.81 4.77 0.26
N 4.03 4.61 -0.06
H 1.98 5.71 0.54
H 0.93 4.27 0.33
H 4.04 5.60 0.02
H 4.82 3.99 -0.20
C -4.55 1.97 2.88
C -4.13 0.55 3.26
C -3.18 0.49 4.44
O -2.56 -0.74 4.67
C -1.77 -1.29 3.65
N -5.39 -0.14 3.63
H -3.67 2.62 2.84
H -5.24 2.42 3.60
H -5.00 2.02 1.89
H -3.73 0.08 2.36
H -3.71 0.75 5.36
H -2.42 1.27 4.27
H -1.26 -0.50 3.08
H -2.42 -1.73 2.88
H -1.13 -2.08 4.01
H -5.97 -0.25 2.81
H -5.21 -1.09 3.94
C 1.12 2.13 -3.48
C -0.35 1.79 -3.69
C -0.67 1.73 -5.19
O -0.70 3.11 -5.60
C -1.42 3.38 -6.77
N -0.74 0.53 -3.07
H 1.21 3.21 -3.55
H 1.74 1.59 -4.20
H 1.41 1.92 -2.46
H -0.89 2.66 -3.31
H -1.62 1.26 -5.45
H 0.07 1.11 -5.72
H -1.33 4.44 -7.03
H -2.50 3.24 -6.65
H -1.08 2.77 -7.61
H -0.65 0.65 -2.07
H -1.73 0.44 -3.28
C -3.02 -3.40 0.08
C -3.73 -2.34 -0.72
C -5.04 -1.79 -0.15
O -6.15 -2.51 -0.63
C -7.32 -2.43 0.16
N -2.77 -1.20 -0.79
H -2.10 -3.73 -0.41
H -3.56 -4.34 0.16
H -2.85 -3.00 1.08
H -3.88 -2.70 -1.74
H -5.10 -0.73 -0.40
H -4.92 -1.80 0.95
H -7.61 -1.39 0.31
H -7.09 -2.84 1.15
H -8.15 -2.96 -0.31
H -1.99 -1.55 -1.35
H -3.17 -0.49 -1.40
```



Here is a molecular structure, C18H26BCeF4N3S4 at a distorted geometry from OMol25. Energies are from wB97M-V/def2-TZVPD.

Values from the calculation:
Gap between HOMO and LUMO (alpha / beta): 8.548 / 8.578 eV
Net charge: +1
<S²>: 0.75
HOMO energy (alpha / beta): -10.95 / -10.96 eV
Multiplicity: 2
Relative energy (zero: lowest compared OMol25 entry of this formula, charge and spin): 16.6 kcal/mol

Structure (XYZ):
```
57
C18H26BCeF4N3S4 wB97M-V/def2-TZVPD
Ce -0.53 0.25 -0.26
C 1.03 0.31 4.22
C 0.17 0.93 3.16
C 0.62 2.02 2.41
C -0.25 2.75 1.62
C -1.60 2.39 1.56
C -2.04 1.26 2.24
C -1.16 0.52 3.02
H 2.09 0.43 4.01
H 0.78 -0.73 4.38
H 0.83 0.84 5.16
H 1.65 2.36 2.52
H 0.08 3.65 1.12
H -2.31 3.05 1.07
H -3.09 1.00 2.25
H -1.53 -0.31 3.61
C 3.25 -2.29 1.04
C 2.09 -2.42 2.01
S 0.41 -2.29 1.27
C 0.40 -3.71 0.11
C 1.08 -3.52 -1.24
S 0.72 -1.91 -2.06
C 2.37 -1.37 -2.65
C 3.51 -1.34 -1.64
S 3.08 -0.75 0.04
H 3.32 -3.15 0.38
H 4.18 -2.21 1.60
H 2.12 -1.60 2.73
H 2.13 -3.37 2.54
H -0.65 -3.92 -0.03
H 0.86 -4.54 0.64
H 0.71 -4.30 -1.91
H 2.16 -3.59 -1.17
H 2.17 -0.37 -3.03
H 2.64 -2.02 -3.48
H 4.26 -0.63 -2.01
H 3.99 -2.31 -1.54
C -4.15 1.93 -0.87
C -3.00 2.40 -1.67
N -1.71 2.21 -1.40
C -1.02 2.83 -2.42
C -1.90 3.38 -3.29
N -3.14 3.10 -2.81
H -3.84 1.21 -0.12
H -4.89 1.45 -1.51
H -4.64 2.77 -0.36
H 0.05 2.85 -2.44
H -1.73 3.93 -4.20
H -4.02 3.36 -3.24
F -1.89 -0.41 -1.96
B -2.63 -1.33 -1.13
F -2.35 -0.79 0.23
F -1.99 -2.52 -1.18
F -3.93 -1.29 -1.39
S 3.63 2.41 -1.91
C 2.30 1.90 -1.26
N 1.30 1.48 -0.78
```